The following is a quantum chemistry calculation of a molecular structure, C47H45BaClN7O5PS2 at a distorted geometry, from the Open Molecules 2025 dataset.

Last column: Mulliken charge in e.
Atoms and positions in Å:
1 C 3.995 -3.961 0.408  -0.93
2 C -2.935 1.005 -5.005  -0.83
3 C 1.498 -4.098 0.141  -0.13
4 H -1.070 -4.448 1.156  -0.05
5 C -1.874 5.279 -1.598  -0.56
6 C 1.097 3.881 -4.202  -0.65
7 H -3.037 1.399 1.605  0.47
8 N 2.631 0.377 5.347  0.11
9 C -3.786 -4.754 -2.722  -0.42
10 C -1.190 -0.262 -3.306  0.78
11 O -1.691 -1.712 1.753  -0.80
12 H 0.727 0.787 6.103  0.39
13 C 2.572 3.060 4.526  -0.68
14 C -3.540 0.591 1.084  -0.31
15 S -1.558 -1.133 4.527  -0.48
16 H 2.791 -0.962 3.741  0.15
17 C -2.461 2.988 -1.126  -0.69
18 H 2.782 2.258 2.063  -0.08
19 C -3.020 -4.997 -0.456  0.02
20 H 1.627 0.888 -2.709  0.37
21 C 5.051 -1.817 0.180  -0.90
22 H -3.627 1.513 -5.663  0.42
23 H -5.698 -1.930 1.716  0.38
24 S -1.131 -2.322 3.025  1.05
25 H 4.027 -5.024 0.592  0.59
26 H 1.160 -0.782 4.403  0.06
27 C 2.242 2.772 -1.913  -0.38
28 C -1.242 -0.653 -4.635  -0.65
29 H -3.501 2.163 -3.301  0.50
30 C -1.462 -4.431 -2.193  -0.23
31 H 0.055 -6.545 1.130  0.33
32 O 1.610 -5.417 0.372  -0.50
33 H 4.849 2.623 -1.467  0.47
34 P -1.896 1.262 -1.021  0.82
35 H 0.641 4.309 -5.086  0.43
36 C 2.835 2.225 -0.633  0.44
37 C -4.048 -5.032 -1.388  -0.91
38 H 2.356 3.832 3.783  0.31
39 C -2.492 -4.451 -3.122  -0.78
40 H 0.210 -6.540 -0.654  0.36
41 C 2.998 1.489 2.806  -0.67
42 H 0.575 2.489 2.930  0.27
43 C 0.250 -5.935 0.253  -0.62
44 H 0.598 1.862 -4.729  0.38
45 C -3.860 -0.762 -0.878  -0.73
46 C -3.253 0.326 -0.256  0.40
47 H -4.589 -4.768 -3.448  0.41
48 H -5.057 -5.260 -1.069  0.44
49 Ba 0.302 -0.897 0.823  0.87
50 O -1.599 -3.688 3.166  -0.79
51 H -4.513 2.648 -0.594  0.39
52 C -2.866 1.369 -3.671  -0.42
53 H -2.168 -0.302 -6.530  0.39
54 H 4.253 1.583 5.878  0.36
55 C -4.429 -0.204 1.784  -0.76
56 N 0.355 -3.601 -0.066  0.63
57 H -0.597 -1.446 -4.987  0.52
58 H 2.398 2.806 0.182  0.34
59 C -1.721 -4.702 -0.853  -0.07
60 H 2.708 4.801 -1.371  0.44
61 C 1.075 2.510 -4.003  -0.44
62 C 5.140 -3.183 0.407  -0.58
63 H -5.191 -2.421 -0.659  0.48
64 H -1.130 6.013 -1.880  0.45
65 H -2.288 -4.228 -4.162  0.39
66 C -3.772 3.386 -0.876  -0.10
67 C 3.791 -1.273 -0.029  0.22
68 C -0.627 -4.670 0.180  0.62
69 H 2.033 1.799 6.765  0.31
70 C 3.839 1.108 4.987  -0.68
71 H -3.225 -5.167 0.595  0.44
72 H -5.149 5.023 -0.780  0.43
73 N 2.695 -2.025 -0.057  0.38
74 H 5.928 -1.187 0.174  0.59
75 O 4.761 0.882 -0.362  -0.48
76 C 0.801 1.726 3.682  -0.69
77 C -1.512 3.946 -1.477  0.33
78 C 2.779 -3.332 0.162  0.27
79 H 4.577 0.406 4.590  0.33
80 C 4.377 2.270 -0.553  -0.67
81 C 1.642 1.328 5.860  -0.76
82 C 2.072 -0.247 4.150  -0.62
83 Cl -0.028 -1.131 -2.309  0.34
84 C -3.182 5.670 -1.348  -0.55
85 H -4.606 -0.008 2.833  0.35
86 C -4.129 4.724 -0.982  -0.73
87 H -3.462 6.713 -1.431  0.38
88 H 4.749 2.830 0.304  0.32
89 H 6.106 -3.635 0.585  0.43
90 C -1.988 0.744 -2.779  -0.46
91 H -3.641 -1.008 -1.910  0.35
92 C -4.744 -1.565 -0.169  -0.49
93 H 1.721 5.775 -3.407  0.44
94 H -0.483 3.655 -1.665  -0.07
95 C -5.030 -1.287 1.157  -0.56
96 H 3.738 0.791 2.402  0.02
97 H -0.453 -4.184 -2.499  0.41
98 C 1.652 1.956 -2.866  -0.10
99 C 1.701 4.703 -3.258  -0.84
100 N 3.580 2.143 3.977  0.13
101 N 2.509 0.809 -0.401  1.01
102 C 3.611 0.192 -0.274  -0.39
103 N 1.331 2.376 4.877  0.10
104 H 2.982 3.540 5.417  0.36
105 O 0.378 -2.310 2.780  -0.44
106 C 2.263 4.151 -2.118  -0.33
107 N 1.759 0.759 3.100  1.46
108 C -2.121 -0.009 -5.489  -0.73
109 H -0.114 1.187 3.934  0.11

---

The following is a quantum chemistry calculation of a molecular structure, C47H45BrN6O4RbSSi at a distorted geometry, from the Open Molecules 2025 dataset.

- charge = -1

Last column: Mulliken charge in e.
Atoms and positions in Å:
1 H -1.910 -4.579 3.633  0.41
2 H -1.313 3.425 -4.869  0.36
3 C 3.041 -5.757 -0.507  -0.85
4 C -4.232 -0.749 -2.407  -0.92
5 H -1.076 -1.215 -3.458  0.47
6 H 3.401 -5.641 -3.936  0.30
7 C -3.330 3.358 -0.022  0.51
8 C 1.604 -3.058 1.848  0.48
9 N 0.626 -1.955 -2.636  0.07
10 O -1.408 2.350 0.995  -0.65
11 C -1.732 1.989 -3.218  0.47
12 H -4.238 1.072 0.261  0.33
13 C 4.224 0.099 -2.311  -0.88
14 N -3.481 1.844 2.031  -0.63
15 O 4.578 -0.946 0.222  -0.35
16 H 4.896 0.830 -4.203  0.39
17 C -5.013 3.350 -1.757  -0.37
18 H -5.630 -6.406 0.963  0.39
19 H -1.870 -6.934 2.907  0.39
20 H -2.348 -0.117 -1.607  -0.37
21 H 2.624 1.723 -4.797  0.47
22 H -4.450 -2.534 4.036  0.39
23 H 5.328 -0.994 2.128  0.29
24 H 2.093 -3.886 5.580  0.38
25 H -5.833 0.731 -4.990  0.38
26 N 1.938 0.545 -1.725  0.41
27 H -6.111 -1.115 -3.364  0.40
28 Si 1.834 -5.883 -1.975  0.15
29 H -3.739 2.148 2.974  0.32
30 H -2.036 2.885 -2.656  -0.38
31 Rb -0.232 0.348 0.082  0.70
32 H -3.803 2.121 -4.929  0.43
33 H 1.508 -2.836 0.796  0.17
34 H -4.006 -0.084 3.704  0.31
35 C -3.806 -4.165 2.729  0.10
36 C 1.165 -4.474 3.737  -0.67
37 C -1.148 2.376 -4.611  -0.56
38 C 4.522 -1.445 1.544  -0.74
39 S 2.918 -2.734 -1.684  -0.37
40 C -4.577 4.570 -2.226  -0.48
41 H 0.003 -7.528 -2.491  0.33
42 H 3.158 -0.240 2.794  0.65
43 Br -2.418 -2.098 0.796  -0.05
44 H 2.052 -6.685 -4.349  0.34
45 C -4.824 -6.016 1.567  -0.58
46 C 2.549 -2.535 3.987  -0.50
47 H 0.694 -5.347 4.165  0.45
48 N -3.285 0.570 1.852  0.35
49 H -1.534 1.732 -5.411  0.37
50 H 3.164 -1.898 4.606  0.45
51 N -0.597 1.418 -2.536  0.59
52 C 2.806 1.236 -3.851  -0.92
53 H 2.543 -5.357 0.371  0.14
54 C -0.579 -2.126 -3.141  -0.29
55 H -2.057 5.057 -0.049  0.44
56 H -5.075 5.030 -3.068  0.39
57 C 2.382 -2.226 2.642  -0.16
58 C 0.830 -4.342 -2.383  0.62
59 H 3.845 -5.075 -0.756  0.27
60 H -0.080 -7.046 -0.804  0.30
61 C -2.895 4.576 -0.532  -0.68
62 C -3.494 5.184 -1.620  -0.76
63 C 1.777 1.094 -2.926  0.25
64 H -3.131 6.132 -1.991  0.40
65 C 1.339 -3.023 -2.270  -0.10
66 C -0.445 -4.476 -2.903  -0.15
67 C -1.175 -3.364 -3.302  -1.31
68 H -2.594 3.713 1.956  0.24
69 C -4.849 -4.696 1.978  -0.24
70 O 0.247 2.144 -4.480  -0.45
71 C -5.059 0.520 -4.262  -0.89
72 C -2.736 -4.985 3.067  0.17
73 C -3.884 -2.750 3.137  -1.03
74 C -2.932 1.074 -3.280  0.17
75 C -3.760 -6.829 1.914  -0.55
76 C -2.558 2.850 1.218  -0.64
77 C 3.122 0.011 -1.437  0.42
78 H -5.845 2.837 -2.213  0.44
79 C -5.217 -0.508 -3.348  -0.63
80 C 1.949 -3.655 4.533  -0.71
81 C -3.101 0.046 -2.363  1.12
82 C -2.714 -6.308 2.657  -0.42
83 H -2.164 -3.451 -3.728  0.48
84 H 0.384 -4.810 1.769  0.79
85 C 4.062 0.729 -3.519  -0.63
86 H -5.672 -4.054 1.702  0.45
87 C -3.920 1.305 -4.229  -0.25
88 H 3.474 -6.718 -0.242  0.46
89 H -0.877 -5.464 -3.006  0.29
90 N 2.472 -0.510 0.858  -0.11
91 O -4.848 1.487 -0.368  -0.68
92 H -3.734 -7.861 1.595  0.38
93 C 0.992 -4.173 2.396  -0.99
94 C -3.574 -0.332 2.723  -0.74
95 H 1.124 -8.209 -1.334  0.33
96 C 2.759 -6.432 -3.564  -1.21
97 C 0.598 -7.302 -1.612  -1.16
98 H 5.158 -0.350 -2.016  0.48
99 C -4.373 2.713 -0.694  0.77
100 C -3.409 -1.723 2.418  0.32
101 H 3.378 -7.307 -3.392  0.35
102 C 3.102 -1.044 2.045  -0.02
103 H 4.649 -2.533 1.521  0.40
104 H -4.346 -1.545 -1.685  0.45
105 C 3.318 -0.537 -0.100  -0.11
106 C 0.430 1.549 -3.263  -0.17

---

Number 1: gap between HOMO and LUMO 6.25 eV. Number 2: gap between HOMO and LUMO 6.32 eV.